Entry 1:
C7H15NO2 | ωB97M-V/def2-TZVPD

Last columns: bonded neighbours and bond lengths (Å).
CARTESIAN COORDINATES (ANGSTROEM)
1 C 0.5172 -0.4483 2.0463  C2 1.532, H11 1.097, H12 1.099, H13 1.098
2 C 0.6456 -0.6091 0.5280  C1 1.532, C3 1.527, O4 1.423, C5 1.585
3 C 1.9920 -0.0533 0.0687  C2 1.527, H14 1.098, H15 1.098, H16 1.097
4 O 0.6936 -1.9947 0.2087  C2 1.423, H17 0.961
5 C -0.5724 0.0859 -0.2114  C2 1.585, C6 1.535, C7 1.536, C8 1.523
6 C -1.8689 -0.7163 -0.0327  C5 1.535, H18 1.098, H19 1.099, H20 1.096
7 C -0.7850 1.5221 0.2910  C5 1.536, H21 1.099, H22 1.098, H23 1.096
8 C -0.2989 0.1156 -1.7093  C5 1.523, N9 1.332, O10 1.269
9 N 0.2929 1.1043 -2.3776  C8 1.332, H24 1.014, H25 1.253
10 O -0.3699 -0.8724 -2.5025  C8 1.269
11 H 0.7115 0.5835 2.3628  C1 1.097
12 H -0.4782 -0.7401 2.4092  C1 1.099
13 H 1.2603 -1.0991 2.5257  C1 1.098
14 H 2.7789 -0.3977 0.7527  C3 1.098
15 H 2.2374 -0.4044 -0.9418  C3 1.098
16 H 1.9977 1.0439 0.0642  C3 1.097
17 H -0.1180 -2.4213 0.4968  O4 0.961
18 H -2.1681 -0.7242 1.0241  C6 1.098
19 H -2.6858 -0.2387 -0.5915  C6 1.099
20 H -1.7660 -1.7387 -0.4124  C6 1.096
21 H 0.1459 2.1028 0.3506  C7 1.099
22 H -1.4794 2.0635 -0.3656  C7 1.098
23 H -1.2297 1.4943 1.2926  C7 1.096
24 H 0.2319 1.9984 -1.9035  N9 1.014
25 H 0.3151 0.3440 -3.3730  N9 1.253

The relative energy (zero: lowest compared OMol25 entry of this formula, charge and spin) is 45.4 kcal/mol. The HOMO-LUMO gap is 10.15 eV. The SMILES is CC(C)(O)C(C)(C)C(N)=O.

=====

Entry 2:
C7H15NO2 | ωB97M-V/def2-TZVPD

Last columns: bonded neighbours and bond lengths (Å).
CARTESIAN COORDINATES (ANGSTROEM)
1 C 1.2763 0.0688 1.6039  C2 1.524, H11 1.086, H12 1.093, H13 1.093
2 C 0.1134 0.8905 1.0609  C1 1.524, C3 1.524, C4 1.881, H14 1.093
3 C -0.9808 1.0452 2.1110  C2 1.524, H15 1.088, H16 1.092, H17 1.091
4 C -0.6334 -0.2160 -0.2648  C2 1.881, O5 1.365, C8 1.554, H18 1.094
5 O -1.6199 0.5117 -0.8657  C4 1.365, C6 1.515
6 C -0.9082 1.8477 -0.9226  O5 1.515, O7 1.191, H19 1.094
7 O 0.0463 2.1729 -1.5564  C6 1.191
8 C 0.4288 -0.7796 -1.2493  C4 1.554, C9 1.531, N10 1.452, H20 1.091
9 C 0.7078 -2.2498 -0.9259  C8 1.531, H21 1.092, H22 1.095, H23 1.092
10 N 0.0500 -0.6787 -2.6479  C8 1.452, H24 1.017, H25 1.013
11 H 0.9767 -0.9455 1.8498  C1 1.086
12 H 1.6592 0.5411 2.5118  C1 1.093
13 H 2.1077 0.0129 0.8963  C1 1.093
14 H 0.5368 1.8730 0.8381  C2 1.093
15 H -1.3085 0.0731 2.4734  C3 1.088
16 H -1.8611 1.5593 1.7207  C3 1.092
17 H -0.6105 1.6112 2.9671  C3 1.091
18 H -1.0712 -0.9646 0.4022  C4 1.094
19 H -1.7148 2.4851 -0.5488  C6 1.094
20 H 1.3511 -0.2079 -1.1319  C8 1.091
21 H 1.4313 -2.6346 -1.6470  C9 1.092
22 H -0.2087 -2.8424 -1.0157  C9 1.095
23 H 1.1058 -2.3739 0.0834  C9 1.092
24 H -0.8684 -1.0880 -2.7974  N10 1.017
25 H -0.0054 0.2885 -2.9452  N10 1.013

The relative energy (zero: lowest compared OMol25 entry of this formula, charge and spin) is 72.0 kcal/mol. The HOMO-LUMO gap is 9.82 eV. The SMILES is CC(C)[C@@H](OC=O)[C@@H](C)N.

=====

Entry 3:
C7H15NO2S | ωB97M-V/def2-TZVPD

Last columns: bonded neighbours and bond lengths (Å).
CARTESIAN COORDINATES (ANGSTROEM)
1 C 1.2633 0.5190 2.1119  C2 1.506, H12 1.087, H13 1.088, H14 1.087
2 C 0.7397 -0.1360 0.8611  C1 1.506, C3 1.650, S8 1.798, H15 1.084
3 C -0.5513 0.6870 0.2455  C2 1.650, C4 1.497, C5 1.495, H16 1.082
4 C -1.9399 0.4647 0.7579  C3 1.497, C5 1.506, H17 1.079, H18 1.081
5 C -1.5800 0.0792 -0.6528  C3 1.495, C4 1.506, C6 1.511, C7 1.514
6 C -1.5045 -1.3845 -1.0192  C5 1.511, H19 1.087, H20 1.088, H21 1.086
7 C -2.0743 0.9539 -1.7850  C5 1.514, H22 1.087, H23 1.087, H24 1.088
8 S 2.0314 -0.1070 -0.3896  C2 1.798, N9 1.693, O10 1.436, O11 1.433
9 N 3.2444 -0.9717 0.4158  S8 1.693, H25 1.007, H26 1.007
10 O 1.6323 -0.8580 -1.5466  S8 1.436
11 O 2.5148 1.2294 -0.5760  S8 1.433
12 H 1.9941 -0.1245 2.5961  C1 1.087
13 H 0.4531 0.7246 2.8088  C1 1.088
14 H 1.7471 1.4556 1.8454  C1 1.087
15 H 0.4748 -1.1793 0.9933  C2 1.084
16 H -0.2350 1.7003 0.0380  C3 1.082
17 H -2.0984 -0.3242 1.4775  C4 1.079
18 H -2.5585 1.3346 0.9260  C4 1.081
19 H -0.6484 -1.5562 -1.6667  C6 1.087
20 H -2.4090 -1.6822 -1.5450  C6 1.088
21 H -1.4032 -2.0107 -0.1380  C6 1.086
22 H -1.4657 0.7866 -2.6700  C7 1.087
23 H -2.0123 2.0062 -1.5214  C7 1.087
24 H -3.1094 0.7214 -2.0273  C7 1.088
25 H 3.3926 -1.8830 0.0145  N9 1.007
26 H 4.1023 -0.4451 0.4456  N9 1.007

The relative energy (zero: lowest compared OMol25 entry of this formula, charge and spin) is 3.5 kcal/mol. The HOMO-LUMO gap is 10.63 eV. The SMILES is C[C@@H]([C@@H]1CC1(C)C)S(N)(=O)=O.

=====

Entry 4:
C7H15NO2S | ωB97M-V/def2-TZVPD

Last columns: bonded neighbours and bond lengths (Å).
CARTESIAN COORDINATES (ANGSTROEM)
1 C 3.1061 0.3262 -0.7262  C7 1.538, H12 1.087, H13 1.089, H14 1.087
2 C 0.8570 1.3990 -1.0744  C7 1.530, H15 1.087, H16 1.089, H17 1.087
3 C 1.6683 0.9387 1.2537  C7 1.535, H18 1.086, H19 1.087, H20 1.088
4 C -3.9445 -0.3602 1.0035  S11 1.845, H21 1.085, H22 1.085, H23 1.084
5 C -1.7798 -1.2421 -0.4231  S11 1.852, H24 1.081, H25 1.083, H26 1.083
6 C 1.0823 -0.8971 -0.2235  C7 1.460, N8 1.163
7 C 1.6659 0.4406 -0.1983  C1 1.538, C2 1.530, C3 1.535, C6 1.460
8 N 1.1558 -2.0558 -0.1602  C6 1.163, O9 1.195
9 O 0.9566 -3.2340 -0.1307  N8 1.195
10 O -2.0672 1.3165 0.1900  S11 1.470
11 S -2.8878 0.2414 -0.3847  C4 1.845, C5 1.852, O10 1.470
12 H 3.1153 -0.0493 -1.7461  C1 1.087
13 H 3.5766 1.3085 -0.7088  C1 1.089
14 H 3.6902 -0.3466 -0.1035  C1 1.087
15 H -0.1530 1.5105 -0.6892  C2 1.087
16 H 0.8119 1.0397 -2.1015  C2 1.089
17 H 1.3303 2.3774 -1.0727  C2 1.087
18 H 2.1550 1.9082 1.3059  C3 1.086
19 H 0.6473 1.0481 1.6120  C3 1.087
20 H 2.2026 0.2454 1.8992  C3 1.088
21 H -4.5142 0.4906 1.3626  C4 1.085
22 H -3.3239 -0.7482 1.8038  C4 1.085
23 H -4.6139 -1.1231 0.6242  C4 1.084
24 H -1.2343 -1.2836 0.5095  C5 1.081
25 H -2.3931 -2.1248 -0.5561  C5 1.083
26 H -1.1097 -1.1262 -1.2655  C5 1.083

The relative energy (zero: lowest compared OMol25 entry of this formula, charge and spin) is 66.8 kcal/mol. The HOMO-LUMO gap is 9.89 eV.

=====

Entry 5:
C7H15NOPS | ωB97M-V/def2-TZVPD

Last columns: bonded neighbours and bond lengths (Å).
CARTESIAN COORDINATES (ANGSTROEM)
1 C 1.6206 -1.3975 1.7338  O9 1.190, H12 1.065, H13 1.195
2 C 1.5316 -0.0612 -0.6706  C3 1.454, N8 1.319, S11 1.643
3 C 2.5437 -0.8309 -1.3761  C2 1.454, H14 1.105, H15 1.032, H16 1.045
4 C -0.9524 1.4836 -1.4035  C7 1.567, H17 1.101, H18 1.060, H19 1.072
5 C -1.8578 0.3192 0.6627  C7 1.538, H20 1.087, H21 1.107, H22 0.994
6 C 0.3872 1.6438 0.7588  C7 1.556, S11 1.832, H23 1.130, H24 1.052
7 C -0.5766 0.7482 -0.0721  C4 1.567, C5 1.538, C6 1.556, N8 1.460
8 N 0.2470 -0.3457 -0.5786  C2 1.319, C7 1.460, P10 1.837
9 O 2.1650 -0.3705 1.9897  C1 1.190
10 P -0.7735 -1.7400 -1.2023  N8 1.837, H25 1.415, H26 1.405
11 S 1.9912 1.4070 -0.0935  C2 1.643, C6 1.832
12 H 0.5922 -1.5455 1.9674  C1 1.065
13 H 2.3667 -2.2956 1.4817  C1 1.195
14 H 2.0667 -1.0037 -2.3576  C3 1.105
15 H 2.9188 -1.6585 -0.8868  C3 1.032
16 H 3.4336 -0.2876 -1.3074  C3 1.045
17 H -1.8326 2.1416 -1.3418  C4 1.101
18 H -0.1328 2.0812 -1.7123  C4 1.060
19 H -1.3024 0.7775 -2.1304  C4 1.072
20 H -2.4205 -0.4320 0.1143  C5 1.087
21 H -2.6060 1.1343 0.6397  C5 1.107
22 H -1.7362 0.1311 1.6310  C5 0.994
23 H 0.3898 1.2753 1.8269  C6 1.130
24 H 0.1713 2.6475 0.9871  C6 1.052
25 H 0.2708 -2.6083 -1.6010  P10 1.415
26 H -0.9141 -2.1421 0.1368  P10 1.405

The relative energy (zero: lowest compared OMol25 entry of this formula, charge and spin) is 0.0 kcal/mol. The HOMO-LUMO gap is 9.55 eV. The charge is +1.

=====

Entry 6:
C7H16B2N2O3 | ωB97M-V/def2-TZVPD

Last columns: bonded neighbours and bond lengths (Å).
CARTESIAN COORDINATES (ANGSTROEM)
1 B 0.4620 -2.9016 0.1699  C8 1.607, N10 1.415, O13 1.352
2 B 0.0415 2.4984 0.9576  C9 1.577, N11 1.427, O14 1.394
3 C -1.3568 1.2874 -1.5254  C7 1.429, O12 1.212, H15 1.218
4 C 1.1060 0.3840 -1.4143  C5 1.508, C7 1.513, H16 1.043, H17 1.021
5 C 1.5480 -1.0557 -1.3459  C4 1.508, N10 1.450, H18 1.183, H19 1.090
6 C -0.7370 -1.1355 -1.1211  C7 1.453, N10 1.446, H20 1.193, H21 1.089
7 C -0.3927 0.2713 -1.2409  C3 1.429, C4 1.513, C6 1.453
8 C -0.8625 -3.2910 0.9915  B1 1.607, H22 1.055, H23 1.168, H24 1.007
9 C -0.2367 3.3487 2.2566  B2 1.577, H25 1.103, H26 1.032, H27 1.158
10 N 0.4842 -1.7399 -0.6380  B1 1.415, C5 1.450, C6 1.446
11 N -0.7773 1.4006 0.5549  B2 1.427, H28 0.951
12 O -2.5348 1.0978 -1.7356  C3 1.212
13 O 1.7612 -3.2635 0.2621  B1 1.352, H29 0.891
14 O 1.1133 3.0439 0.2529  B2 1.394, H30 0.979
15 H -0.8699 2.3735 -1.7821  C3 1.218
16 H 1.6806 0.8699 -0.6922  C4 1.043
17 H 1.2568 1.0028 -2.2128  C4 1.021
18 H 1.4214 -1.6051 -2.3860  C5 1.183
19 H 2.3987 -1.4503 -0.7897  C5 1.090
20 H -1.7112 -1.2573 -0.4430  C6 1.193
21 H -1.1016 -1.4365 -2.1020  C6 1.089
22 H -0.8118 -2.8320 1.9396  C8 1.055
23 H -0.9061 -4.4303 1.2463  C8 1.168
24 H -1.7606 -3.0295 0.6185  C8 1.007
25 H -1.2990 3.5017 2.5088  C9 1.103
26 H 0.2530 4.2565 2.2893  C9 1.032
27 H 0.0666 2.8380 3.2510  C9 1.158
28 H -1.6581 1.2805 0.8913  N11 0.951
29 H 1.9210 -3.9508 0.8063  O13 0.891
30 H 1.5016 3.9239 0.4325  O14 0.979

The relative energy (zero: lowest compared OMol25 entry of this formula, charge and spin) is 85.8 kcal/mol. The HOMO-LUMO gap is 8.84 eV.